# 1
The following is a DFT calculation (ωB97M-V/def2-TZVPD) of an isolated molecule of C4H4ClN3O2.

The total energy is -25296.0452 eV. For the HOMO energy, the calculation gives -0.3998 hartree. As for the orbital gap: 9.6 eV. Its LUMO energy is -1.31 eV.

Each atom is followed by the atoms it is bonded to, with distances in Å.
Element x y z (Å)
1 C 1.352 -1.140 -0.047  C2 1.427, H11 1.097, H12 1.168, H13 1.158
2 C 0.599 0.059 -0.222  C1 1.427, N3 1.301, C6 1.564
3 N 1.104 1.257 -0.188  C2 1.301, C4 1.392
4 C 0.011 2.075 -0.457  N3 1.392, N5 1.269, H14 1.110
5 N -1.157 1.588 -0.563  C4 1.269, C6 1.423
6 C -0.951 0.192 -0.380  C2 1.564, N5 1.423, Cl7 1.820, N8 1.551
7 Cl -1.613 -0.949 -1.635  C6 1.820
8 N -1.338 -0.411 0.995  C6 1.551, O9 1.206, O10 1.213
9 O -1.337 -1.617 1.010  N8 1.206
10 O -1.324 0.358 1.933  N8 1.213
11 H 2.381 -0.771 -0.139  C1 1.097
12 H 0.990 -1.971 -0.784  C1 1.168
13 H 1.137 -1.842 0.849  C1 1.158
14 H 0.147 3.173 -0.372  C4 1.110

Atom charges from the Mulliken analysis, given in e for atoms 1 to 6: -1.14 0.38 -0.64 -0.14 -0.50 1.11

# 2
The following is a DFT calculation (ωB97M-V/def2-TZVPD) of an isolated molecule of C4H4ClN3O2.

The total energy is -25292.2577 eV. For the HOMO energy, the calculation gives -0.3170 hartree. As for the orbital gap: 7.9 eV. Its LUMO energy is -0.75 eV.

Each atom is followed by the atoms it is bonded to, with distances in Å.
Element x y z (Å)
1 C 0.996 0.245 0.827  N5 1.303, N6 1.429, H11 1.089
2 C 0.707 0.127 3.321  N5 1.246, Cl10 1.621
3 C -1.234 0.332 -0.080  N6 1.281, N7 1.373
4 C 0.693 -0.225 -1.485  N6 1.481, H12 1.137, H13 1.157, H14 1.098
5 N 0.784 -0.020 2.086  C1 1.303, C2 1.246
6 N 0.026 0.150 -0.218  C1 1.429, C3 1.281, C4 1.481
7 N -2.134 0.247 -1.113  C3 1.373, O8 1.215, O9 1.233
8 O -2.835 -0.740 -1.218  N7 1.215
9 O -2.260 1.316 -1.713  N7 1.233
10 Cl 0.717 -1.011 4.475  C2 1.621
11 H 1.979 0.340 0.366  C1 1.089
12 H 0.085 0.268 -2.310  C4 1.137
13 H 1.725 0.292 -1.401  C4 1.157
14 H 0.752 -1.320 -1.536  C4 1.098

Atom charges from the Mulliken analysis, given in e for atoms 1 to 6: -0.08 0.21 -0.29 -0.86 -0.15 0.15

Question: Which formula does entry 1 have?
Answer: C4H4ClN3O2